A 5-piece molecular cluster, C29H29BFN4O14P overall in a non-equilibrium geometry. Source: the OMol25 dataset; level of theory: ωB97M-V/def2-TZVPD.

Geometry as XYZ:
```
79
Properties=species:S:1:pos:R:3:forces:R:3
O 5.3909 -7.0245 -2.3003 3.0 9.0 -1.3
C 5.7900 -5.7300 -2.4400 -2.0 -7.1 2.7
O 6.1451 -4.9974 -1.2027 -2.1 0.0 -4.1
C 5.3282 -3.7605 -1.2700 0.6 1.5 0.8
C 3.9002 -3.9920 -0.4973 0.0 0.0 1.1
B 2.5643 -3.8504 -1.4465 2.0 1.4 0.7
C 2.1685 -2.3144 -1.9936 0.1 -0.1 0.1
C 2.7266 -2.0288 -3.5145 -6.2 -0.5 -5.7
O 1.8314 -2.1568 -4.5280 7.5 1.2 7.1
F 4.1274 -1.5991 -3.8420 -3.6 -1.7 1.2
P 1.3752 -5.2572 -1.9686 -5.0 -0.5 -4.7
O 0.7158 -4.8356 -3.3781 3.0 -1.6 5.0
O 2.0977 -6.8390 -2.0650 -3.1 2.0 2.3
O 0.0306 -5.2249 -0.8166 3.3 0.7 -1.4
H 5.8117 -5.1827 -3.4806 0.1 -0.8 2.2
H 5.2321 -3.3873 -2.3796 0.0 -0.8 2.1
H 5.9317 -2.9081 -0.6922 -1.2 -2.1 -1.3
H 3.8130 -3.1365 0.3302 0.1 -1.7 -1.7
H 3.9559 -5.0036 0.1158 0.0 2.0 -1.5
H 0.9756 -2.3008 -1.9856 2.8 0.4 -0.7
H 2.5686 -1.5665 -1.1869 -0.6 -1.2 -1.8
H 1.4553 -7.4343 -1.5383 1.5 1.0 -1.2
H -0.1092 -4.2321 -0.6273 0.2 -2.1 -0.4
C -4.8200 -0.5747 1.0015 0.2 -0.1 -0.1
C -3.8046 0.3580 1.2188 0.1 -0.3 -0.1
C -2.4764 0.0220 0.9497 0.0 0.0 0.0
C -2.1755 -1.2551 0.4565 -0.9 0.1 0.1
C -3.1921 -2.1960 0.2447 0.0 0.0 0.0
C -4.5163 -1.8494 0.5203 0.3 0.2 0.0
N -0.7841 -1.6058 0.1476 0.8 0.7 0.3
O 0.0887 -0.7526 0.3664 -1.2 -1.7 -0.5
O -0.5624 -2.7327 -0.3181 -0.2 1.8 0.6
H -5.8547 -0.3062 1.2075 0.2 -0.1 0.0
H -4.0490 1.3489 1.5954 0.2 -0.3 -0.1
H -1.6966 0.7601 1.1242 -0.1 -0.3 -0.1
H -2.9722 -3.1924 -0.1329 0.1 0.3 0.1
H -5.3130 -2.5717 0.3563 0.2 0.1 0.0
C -2.4219 5.5917 -2.6695 -0.1 0.0 0.1
C -2.0436 4.3797 -2.0899 -0.3 0.2 0.3
C -2.4991 4.0416 -0.8141 0.0 0.1 -0.1
C -3.3408 4.9268 -0.1265 0.3 0.2 -0.9
C -3.7159 6.1477 -0.7028 0.0 0.0 0.0
C -3.2517 6.4761 -1.9781 0.1 -0.4 0.2
N -3.8436 4.5659 1.2044 -0.5 0.1 1.0
O -3.4738 3.4856 1.6881 -0.5 1.4 -0.5
O -4.6121 5.3595 1.7662 1.2 -1.3 -0.8
H -2.0687 5.8484 -3.6668 0.0 -0.1 0.3
H -1.3954 3.6964 -2.6344 -0.2 0.1 0.1
H -2.1953 3.0933 -0.3763 -0.2 0.3 0.0
H -4.3645 6.8463 -0.1784 0.2 -0.3 0.0
H -3.5397 7.4201 -2.4354 0.0 -0.2 0.2
C -1.8270 1.5206 7.3284 0.0 -0.1 -0.1
C -2.7937 1.4507 6.3239 0.3 -0.3 0.0
C -2.8156 0.3635 5.4482 0.1 0.0 0.0
C -1.8633 -0.6550 5.5910 0.0 0.8 0.6
C -0.8870 -0.5837 6.5936 0.0 0.0 0.0
C -0.8733 0.5100 7.4616 -0.3 0.0 -0.3
N -1.8969 -1.8130 4.6896 0.0 -1.1 -0.8
O -2.7642 -1.8302 3.8035 1.3 0.0 1.2
O -1.0592 -2.7087 4.8688 -1.2 1.3 -0.3
H -1.8174 2.3675 8.0123 0.0 -0.2 -0.2
H -3.5327 2.2430 6.2255 0.2 -0.2 0.0
H -3.5755 0.3238 4.6707 0.3 -0.2 0.1
H -0.1389 -1.3646 6.7125 -0.3 0.1 -0.2
H -0.1214 0.5731 8.2451 -0.1 -0.1 -0.2
C 3.7252 1.0804 -2.9343 0.1 0.2 0.1
C 3.5180 1.6640 -1.6835 -0.3 0.2 -0.4
C 2.7330 2.8129 -1.5686 0.0 0.0 0.0
C 2.1537 3.3688 -2.7176 0.5 -0.8 -0.1
C 2.3663 2.7894 -3.9756 0.0 0.0 0.0
C 3.1557 1.6422 -4.0783 -0.1 0.2 0.3
N 1.3066 4.5617 -2.6000 -0.6 1.1 0.3
O 1.1581 5.0558 -1.4724 0.2 -0.7 -1.7
O 0.7852 5.0039 -3.6338 0.6 -0.6 1.4
H 4.3334 0.1814 -3.0181 -0.2 0.5 0.1
H 3.9664 1.2211 -0.7967 -0.1 0.2 -0.1
H 2.5811 3.2556 -0.5866 -0.1 0.0 -0.3
H 1.9269 3.2133 -4.8761 0.0 0.0 0.4
H 3.3242 1.1832 -5.0500 -0.1 0.1 0.2
```
Positions in Å, forces in eV/Å.

The LUMO energy comes out at -1.5 eV. The charge is 0. As for the HOMO-LUMO gap: 8.21 eV. The SMILES is O=COCCB(CC(=O)F)P(=O)(O)O.O=[N+]([O-])c1ccccc1.O=[N+]([O-])c1ccccc1.O=[N+]([O-])c1ccccc1.O=[N+]([O-])c1ccccc1. Its HOMO energy is -9.738 eV. The calculation puts the total energy at -77836.15795 eV.

***

An isolated molecule of C3H5NO2. Source: the OMol25 dataset; level of theory: ωB97M-V/def2-TZVPD.

Geometry as XYZ:
```
11
Properties=species:S:1:pos:R:3:forces:R:3
O -2.0538 -1.0123 0.2346 -0.2 -0.1 -0.3
N -1.0691 -0.4819 1.1104 0.5 0.2 -0.1
C -0.1529 0.0041 0.3969 -0.1 -0.1 0.2
C 1.1273 0.7407 0.6643 0.1 0.1 0.3
O 1.3131 0.8944 -0.7561 0.2 0.1 -0.1
C 0.1381 0.1206 -1.0692 -0.2 -0.1 -0.2
H -1.9516 -1.9627 0.3448 -0.2 -0.2 0.1
H 1.9227 0.1409 1.1257 -0.1 0.1 -0.1
H 1.0298 1.6961 1.1869 0.0 -0.1 -0.1
H -0.6067 0.6706 -1.6520 0.1 0.0 0.0
H 0.3771 -0.8255 -1.5727 0.0 0.1 0.1
```
Positions in Å, forces in eV/Å.

The LUMO energy comes out at 0.9 eV. The charge is 0. As for the HOMO-LUMO gap: 10.95 eV. The calculation puts the energy relative to the best compared isomer or geometry (same formula, charge and spin) at 3.910 eV. The SMILES is ON=C1COC1. Its HOMO energy is -10.088 eV. The calculation puts the total energy at -8773.78498 eV.

***

An isolated molecule of C4H8N4O in a non-equilibrium geometry. Source: the OMol25 dataset; level of theory: ωB97M-V/def2-TZVPD.

Geometry as XYZ:
```
17
Properties=species:S:1:pos:R:3:forces:R:3
C 0.4584 -1.1460 1.2429 -0.1 -1.1 -0.5
C 0.3964 0.2236 -0.9391 -0.6 -0.2 1.5
C 0.8275 0.4177 -2.1713 0.7 0.5 -1.6
C -0.6017 1.2053 -0.3119 1.1 -0.8 -1.0
H 0.4480 0.8852 1.8544 0.1 -0.8 0.0
H 0.4920 -0.3386 3.0758 -0.2 -0.3 1.3
H -0.0278 -2.5658 2.4407 0.3 -0.1 0.7
H 0.9666 -1.7455 -0.5810 0.1 -0.5 -0.5
H 0.6023 1.2753 -2.8342 -0.3 -0.5 1.0
H 1.5504 -0.2412 -2.6407 0.0 -0.2 0.3
H -2.1197 0.3969 -1.5344 0.7 0.5 0.3
H -2.4342 1.9213 -0.7170 0.3 -0.8 -0.1
N 0.5765 -0.0967 2.1323 -0.1 -0.1 -1.8
N 0.2711 -2.4177 1.4945 0.0 2.0 -0.6
N 0.6777 -0.8979 -0.1507 0.0 0.9 1.1
N -1.7779 1.1679 -0.9602 -1.5 1.1 0.3
O -0.3056 1.9562 0.5998 -0.5 0.4 -0.3
```
Positions in Å, forces in eV/Å.

The LUMO energy comes out at 0.8 eV. The charge is 0. As for the HOMO-LUMO gap: 9.12 eV. The calculation puts the energy relative to the best compared isomer or geometry (same formula, charge and spin) at 1.010 eV. The SMILES is [H]/N=C(\N)NC(=C)C(N)=O. Its HOMO energy is -8.351 eV. The calculation puts the total energy at -12285.42705 eV.

***

C4H13NO2S as an isolated structure in a non-equilibrium geometry. Source: the OMol25 dataset; level of theory: ωB97M-V/def2-TZVPD.

Geometry as XYZ:
```
21
Properties=species:S:1:pos:R:3:forces:R:3
C 0.1888 1.2780 0.3041 -0.9 0.2 2.1
N -0.7421 0.1140 0.1848 -3.1 4.5 2.0
C -1.8436 0.4548 -0.7583 -2.2 0.5 0.0
O -2.8001 -0.6075 -0.9097 1.4 0.3 0.4
C 1.5639 0.8842 0.8706 -0.3 0.9 0.5
C 2.2838 0.3084 -0.2907 0.9 -1.0 -0.8
S 1.6710 -1.3929 0.0109 1.0 -1.1 -1.4
H 0.3168 1.6945 -0.6925 0.0 0.5 0.0
H -0.2480 2.0153 0.9937 -0.2 -0.1 -0.5
H -0.3470 -0.3125 -0.5123 3.9 -4.3 -3.8
H -1.4022 0.6163 -1.7458 -0.2 0.3 -0.1
H -2.4700 1.2944 -0.4581 0.6 0.6 0.2
H -2.7116 -1.0617 -0.0586 -0.7 -0.7 0.0
H 1.5167 0.0466 1.5715 -0.5 0.7 0.8
H 2.0587 1.7124 1.3977 -0.2 0.0 -0.4
H 3.3762 0.3091 -0.3070 -0.2 0.1 0.3
H 1.9270 0.7950 -1.2073 0.2 -0.6 0.0
H 1.8396 -1.9476 -1.1979 0.2 -0.2 -0.1
H -1.3245 -2.8654 0.8095 0.1 -0.1 -0.1
H -1.2220 -1.2692 0.7579 0.1 -1.1 1.4
O -1.6313 -2.0663 1.2374 -0.1 0.6 -0.3
```
Positions in Å, forces in eV/Å.

The LUMO energy comes out at 0.6 eV. The charge is 0. As for the HOMO-LUMO gap: 9.99 eV. The calculation puts the energy relative to the best compared isomer or geometry (same formula, charge and spin) at 2.428 eV. Its HOMO energy is -9.390 eV. The calculation puts the total energy at -20776.79211 eV.

***

An isolated molecule of C3H5BrNO2P in a non-equilibrium geometry. Source: the OMol25 dataset; level of theory: ωB97M-V/def2-TZVPD.

Geometry as XYZ:
```
13
Properties=species:S:1:pos:R:3:forces:R:3
C 1.7824 0.0358 0.0462 0.8 6.7 -1.7
C 0.7346 1.1062 0.0466 0.5 -4.4 0.5
C -1.5686 1.5327 0.3873 2.1 -2.5 -2.0
N 1.6101 -1.1814 0.3580 -0.8 -3.5 1.5
O 0.9596 2.2476 0.0849 0.8 4.3 -0.4
O -0.4635 0.5765 0.2081 -1.0 -0.1 0.3
P 2.4072 -2.5257 0.5445 1.3 -0.4 -1.2
Br 3.4634 0.9206 -0.4762 -0.4 -1.1 0.6
H -1.3265 2.3951 0.8503 1.3 2.6 1.8
H -2.1592 0.9404 0.9779 -2.4 -1.0 0.9
H -1.8244 1.7793 -0.6032 -1.3 0.1 -1.0
H 1.5786 -3.3533 -0.1525 -1.3 -1.4 0.4
H 3.3311 -2.7241 -0.5464 0.4 0.5 0.4
```
Positions in Å, forces in eV/Å.

The LUMO energy (spin up / spin down) comes out at 0.7 / -3.8 eV. The charge is 0. The expectation value of S² is 2.010. As for the HOMO-LUMO gap (spin up / spin down): 7.24 / 5.90 eV. The calculation puts the energy relative to the best compared isomer or geometry (same formula, charge and spin) at 0.053 eV. Its HOMO energy (spin up / spin down) is -6.593 / -9.664 eV. The calculation puts the total energy at -88103.18866 eV. The multiplicity is 3.

***

An isolated ion of composition C8H7N2S and charge -1 in a non-equilibrium geometry. Source: the OMol25 dataset; level of theory: ωB97M-V/def2-TZVPD.

Geometry as XYZ:
```
18
Properties=species:S:1:pos:R:3:forces:R:3
C 1.2264 -3.7385 1.4515 1.6 -5.5 0.6
C -0.0818 -0.0637 0.2024 1.6 -2.7 1.7
C 0.7156 -2.5477 0.9487 -3.3 -1.2 -1.5
C -0.8567 -1.1449 -0.1943 -1.3 0.1 0.1
C -0.5472 -2.4946 0.2219 1.7 1.4 0.2
C 1.0887 -0.3378 1.0115 -2.2 1.3 -1.1
C -2.1575 -0.9977 -1.0029 0.5 -0.2 3.8
C 1.8730 0.8398 1.5556 -1.1 -1.6 -0.3
N 1.6969 -4.7814 1.7428 -1.2 2.9 -0.5
N 1.4495 -1.5607 1.3174 1.6 3.2 0.8
S -1.5742 -3.7737 -0.1734 0.1 -0.9 0.4
H -0.3395 0.9568 0.1641 -0.6 1.0 -0.7
H -2.0025 -0.2419 -1.6532 0.1 2.3 -2.6
H -2.3654 -1.9455 -1.3561 -0.3 -1.7 -1.6
H -3.0737 -0.8110 -0.4050 0.7 0.3 0.2
H 2.2975 1.2684 0.6846 1.1 0.8 -0.4
H 1.2727 1.5792 2.0756 -0.2 0.0 0.1
H 2.5212 0.2969 2.2025 1.2 0.5 0.6
```
Positions in Å, forces in eV/Å.

The LUMO energy comes out at 3.5 eV. The charge is -1. As for the HOMO-LUMO gap: 6.77 eV. The SMILES is Cc1cc(C)c([S-])c(C#N)n1. Its HOMO energy is -3.268 eV. The calculation puts the total energy at -22225.63176 eV.

***

C3H2F6I2NO4PbS2Se3Te as an isolated structure in a non-equilibrium geometry. Source: the OMol25 dataset; level of theory: ωB97M-V/def2-TZVPD.

Geometry as XYZ:
```
25
Properties=species:S:1:pos:R:3:forces:R:3
Pb 2.1364 -0.0370 -2.0388 0.1 -0.5 -0.2
I 1.6213 3.1555 -1.4016 0.0 0.5 0.1
C -0.4862 2.9184 -1.3400 0.0 0.0 0.0
I -1.4033 2.9680 -3.2482 0.0 0.0 0.0
H -0.8869 3.7303 -0.7480 0.0 0.0 0.0
H -0.7003 1.9579 -0.8880 0.0 0.0 0.0
Se 4.8588 0.2365 -2.2396 0.0 0.0 0.1
Se 5.6670 -0.5915 -0.1955 0.0 0.1 0.1
Te 4.4803 -2.7796 0.0065 -0.1 0.2 -0.2
Se 2.1073 -1.9350 -0.1556 0.8 -0.6 -0.2
F -0.1984 1.7646 3.3496 0.0 0.0 0.0
C -0.9228 0.9557 2.5629 0.1 0.0 0.2
F -1.6737 1.7354 1.7847 0.0 0.0 -0.1
F -1.7322 0.2344 3.3436 0.0 0.0 0.0
S 0.2400 -0.1353 1.6013 -0.9 1.1 0.4
O 0.6669 0.7898 0.5669 0.3 -0.2 0.1
O 1.1324 -0.5513 2.6319 -0.1 -0.5 -0.3
N -0.7149 -1.2654 1.0328 0.3 0.2 -0.2
S -1.4001 -0.9495 -0.3693 -0.1 0.1 -0.3
O -2.4021 0.0825 -0.3265 0.0 -0.2 0.0
O -0.5116 -0.9173 -1.5178 -0.3 -0.1 0.4
C -2.2990 -2.5428 -0.5612 0.1 -0.2 0.3
F -1.4390 -3.5502 -0.6848 0.0 0.0 0.0
F -3.0580 -2.4922 -1.6557 0.0 0.1 0.0
F -3.0821 -2.7818 0.4906 -0.1 0.0 -0.1
```
Positions in Å, forces in eV/Å.

The LUMO energy comes out at 1.9 eV. The charge is -1. As for the HOMO-LUMO gap: 6.49 eV. The calculation puts the energy relative to the best compared isomer or geometry (same formula, charge and spin) at 0.555 eV. Its HOMO energy is -4.571 eV. The calculation puts the total energy at -275583.62212 eV.

***

C38H31CuN2O2S as an isolated structure. Source: the OMol25 dataset; level of theory: ωB97M-V/def2-TZVPD.

Geometry as XYZ:
```
75
Properties=species:S:1:pos:R:3:forces:R:3
Cu 0.0003 -0.2434 -0.3191 0.1 -0.3 0.3
O -1.7087 -0.4883 -1.1802 0.1 0.2 0.1
C -2.7991 0.2549 -0.8511 -0.3 0.2 0.1
C -2.4213 1.4142 0.1355 -0.1 -0.6 -0.3
C -1.3222 2.2282 -0.4461 0.0 0.2 0.0
C -1.5349 3.4795 -1.0037 0.1 0.3 0.0
C -0.4541 4.1977 -1.4923 0.1 -0.3 0.2
C 0.8160 3.6494 -1.3869 -0.2 0.3 0.1
C 0.9715 2.3985 -0.8101 -0.1 0.3 0.2
C 2.3031 1.7808 -0.5654 0.1 -0.6 -0.3
C 2.5004 0.5056 -1.4682 0.4 0.2 0.1
O 1.7706 -0.5482 -1.0092 -0.3 0.1 0.0
C 2.1376 0.9309 -2.8936 0.0 -0.2 -0.1
C 1.0393 0.3640 -3.5224 0.1 0.0 0.2
C 0.6935 0.7368 -4.8087 -0.1 0.0 -0.2
C 1.4464 1.6794 -5.4864 -0.1 0.0 -0.2
C 2.5439 2.2519 -4.8639 0.1 0.2 -0.1
C 2.8865 1.8824 -3.5759 -0.1 0.0 0.0
C 3.9469 0.0138 -1.4133 0.1 0.0 -0.2
C 4.6741 0.0288 -0.2293 0.0 0.1 -0.1
C 5.9257 -0.5569 -0.1585 0.1 0.0 0.1
C 6.4724 -1.1834 -1.2650 0.1 -0.1 0.0
C 5.7494 -1.2195 -2.4437 0.1 -0.1 -0.1
C 4.4985 -0.6331 -2.5149 0.0 0.1 0.0
N -0.0920 1.7017 -0.3868 0.0 0.7 -0.6
C -3.4159 0.8576 -2.1254 0.1 -0.1 -0.1
C -2.8871 0.4625 -3.3472 0.1 -0.1 0.1
C -3.3812 0.9602 -4.5354 -0.1 0.1 -0.2
C -4.4205 1.8731 -4.5254 -0.1 0.1 -0.1
C -4.9649 2.2636 -3.3129 -0.2 0.2 0.0
C -4.4751 1.7545 -2.1224 0.0 0.0 0.0
C -3.8803 -0.6535 -0.2392 0.1 0.0 0.1
C -4.8395 -0.2589 0.6835 0.1 0.1 -0.1
C -5.7827 -1.1625 1.1475 -0.2 0.0 0.1
C -5.7873 -2.4712 0.7012 -0.1 -0.1 0.1
C -4.8285 -2.8753 -0.2121 0.0 -0.1 -0.1
C -3.8896 -1.9745 -0.6728 0.1 0.0 -0.1
H -3.2782 2.0465 0.3607 0.0 0.0 0.0
H -2.0534 0.9288 1.0442 -0.1 0.1 0.1
H -2.5311 3.8946 -1.0277 -0.1 0.0 0.0
H -0.5951 5.1864 -1.9062 0.0 0.0 -0.1
H 1.6817 4.2018 -1.7195 0.1 0.0 0.0
H 3.1056 2.4995 -0.7332 0.0 0.1 0.0
H 2.3180 1.4256 0.4666 0.1 0.1 0.0
H 0.4674 -0.3714 -2.9744 -0.1 -0.1 0.0
H -0.1640 0.2872 -5.2896 -0.1 0.0 0.0
H 1.1867 1.9631 -6.4988 0.0 0.0 0.0
H 3.1406 2.9851 -5.3906 0.0 0.1 0.0
H 3.7535 2.3232 -3.1016 0.1 0.0 0.0
H 4.2611 0.4894 0.6544 -0.1 0.0 0.1
H 6.4753 -0.5296 0.7723 0.0 0.0 0.1
H 7.4449 -1.6549 -1.2035 0.0 0.0 0.0
H 6.1597 -1.7111 -3.3160 0.0 0.0 0.0
H 3.9404 -0.6803 -3.4383 0.0 0.0 -0.1
H -2.0706 -0.2424 -3.3256 0.1 0.0 0.0
H -2.9541 0.6380 -5.4758 0.0 0.0 -0.1
H -4.8079 2.2733 -5.4537 0.0 0.0 0.0
H -5.7809 2.9738 -3.2972 -0.1 0.0 0.0
H -4.9316 2.0594 -1.1910 0.0 0.0 0.1
H -4.8647 0.7507 1.0659 0.1 0.1 0.0
H -6.5201 -0.8424 1.8720 0.0 0.0 0.0
H -6.5235 -3.1740 1.0708 0.0 0.0 0.0
H -4.8120 -3.8990 -0.5608 0.0 -0.1 0.0
H -3.1222 -2.2773 -1.3686 0.1 0.0 0.0
S -0.0153 -0.3399 2.4849 0.0 0.8 0.6
C -0.0123 -1.8954 1.8275 0.0 -0.3 0.2
C -0.0040 -3.0816 2.5931 0.0 -0.1 -0.1
C -0.0054 -4.2946 1.9539 0.0 0.0 -0.1
C -0.0111 -4.3403 0.5548 0.0 0.0 0.0
C -0.0197 -3.1437 -0.1282 0.0 -0.6 -0.1
N -0.0249 -1.9767 0.4864 0.1 -0.6 0.3
H 0.0012 -2.9860 3.6697 0.0 -0.1 0.0
H -0.0042 -5.2187 2.5205 0.0 0.0 0.0
H -0.0093 -5.2791 0.0226 0.0 0.0 -0.1
H -0.0248 -3.0993 -1.2054 0.0 0.0 -0.2
```
Positions in Å, forces in eV/Å.

The LUMO energy (spin up / spin down) comes out at 2.7 / 2.7 eV. The charge is -1. The expectation value of S² is 0.754. As for the HOMO-LUMO gap (spin up / spin down): 6.95 / 6.92 eV. Its HOMO energy (spin up / spin down) is -4.217 / -4.198 eV. The calculation puts the total energy at -102462.59665 eV. The multiplicity is 2.